Molecular formula: CHI3O
Method: DFT, ωB97M-V/def2-TZVPD

Structure (XYZ):
```
6
Properties=species:S:1:pos:R:3:forces:R:3:mulliken_charge:R:1
C 0.838 -0.936 -0.575 -1.18 4.06 0.89 -0.12
O -0.213 -0.499 -0.879 0.64 -0.72 -0.12 -0.27
I 2.299 0.441 0.480 -0.53 -0.78 -0.50 -0.06
I -2.095 0.618 1.856 0.00 0.05 -0.02 -0.02
I -2.032 2.263 -0.219 -0.05 0.07 0.08 0.00
H 1.202 -1.887 -0.663 1.12 -2.68 -0.33 0.48
```
Positions in Å, forces in eV/Å.

Results
- E_tot: -27402.2161 eV
- LUMO: -1.511 eV
- HOMO: -9.22 eV
- Relative energy (zero: lowest compared OMol25 entry of this formula, charge and spin): 5.7 kcal/mol
- Orbital gap: 7.71 eV



Molecular formula: CHI3O
Method: DFT, ωB97M-V/def2-TZVPD

Structure (XYZ):
```
6
Properties=species:S:1:pos:R:3:forces:R:3:mulliken_charge:R:1
C -0.452 0.267 1.531 -0.25 0.50 0.39 0.14
O -0.888 1.244 1.894 0.19 -0.50 -0.17 -0.16
I -1.560 -1.373 -1.629 -0.18 0.00 -0.09 -0.06
I 2.233 1.271 -0.329 0.10 -0.06 -0.12 0.00
I 2.369 -1.343 -0.758 0.15 0.09 0.07 0.01
H -1.702 -0.067 -0.709 -0.02 -0.02 -0.07 0.06
```
Positions in Å, forces in eV/Å.

Results
- E_tot: -27402.4263 eV
- LUMO: -1.717 eV
- HOMO: -9.27 eV
- Relative energy (zero: lowest compared OMol25 entry of this formula, charge and spin): 0.8 kcal/mol
- Orbital gap: 7.55 eV



Molecular formula: CHI4P
Method: DFT, ωB97M-V/def2-TZVPD

Structure (XYZ):
```
7
Properties=species:S:1:pos:R:3:forces:R:3:mulliken_charge:R:1
C -1.010 0.537 0.052 0.25 1.23 0.86 -0.72
P 1.780 -0.334 0.501 -1.00 1.20 -1.27 0.05
I -0.882 2.293 1.421 -0.07 -1.12 -1.06 0.06
I -1.330 0.887 -1.974 -0.13 0.16 0.52 0.17
I 1.501 -2.435 1.431 -0.19 -1.23 0.71 0.08
I 1.770 -0.875 -1.875 0.59 -0.04 0.21 0.00
H -1.828 -0.073 0.444 0.54 -0.19 0.02 0.36
```
Positions in Å, forces in eV/Å.

Results
- E_tot: -42742.5374 eV
- LUMO (alpha / beta): -1.671 / -1.669 eV
- HOMO (alpha / beta): -8.17 / -8.63 eV
- Relative energy (zero: lowest compared OMol25 entry of this formula, charge and spin): 51.0 kcal/mol
- Orbital gap (alpha / beta): 6.50 / 6.96 eV



Molecular formula: CHLi2O3
Method: DFT, ωB97M-V/def2-TZVPD

Structure (XYZ):
```
7
Properties=species:S:1:pos:R:3:forces:R:3:mulliken_charge:R:1
O -0.647 1.848 0.978 1.00 1.02 0.98 -0.29
C 0.274 0.174 0.093 4.10 7.90 3.05 -0.29
O 0.726 -0.893 -0.074 -1.13 -7.69 -3.38 -0.56
Li 1.547 -2.244 -1.327 0.13 0.62 0.74 0.90
Li -1.366 -1.132 -1.008 -0.19 0.47 0.54 0.84
O -0.911 0.702 0.220 -2.55 -3.28 -1.51 -0.07
H 0.378 1.546 1.118 -1.37 0.95 -0.43 0.46
```
Positions in Å, forces in eV/Å.

Results
- Charge: +1
- E_tot: -7594.2765 eV
- LUMO (alpha / beta): -5.398 / -5.397 eV
- HOMO (alpha / beta): -11.21 / -11.21 eV
- Relative energy (zero: lowest compared OMol25 entry of this formula, charge and spin): 93.3 kcal/mol
- Orbital gap (alpha / beta): 5.81 / 5.81 eV



Molecular formula: CHLiO2Tl
Method: DFT, ωB97M-V/def2-TZVPD

Structure (XYZ):
```
6
Properties=species:S:1:pos:R:3:forces:R:3:mulliken_charge:R:1
O -1.618 -1.615 -0.360 -0.21 -1.15 1.07 -0.12
C -1.522 -2.266 0.568 -0.11 0.35 -0.61 0.15
H 0.548 0.661 1.034 0.49 0.26 -0.94 0.29
O 0.861 0.892 0.126 0.90 0.12 2.39 -0.82
Tl -0.615 0.511 -1.363 -1.16 0.43 -2.02 0.61
Li 2.346 1.818 -0.005 0.09 -0.01 0.11 0.89
```
Positions in Å, forces in eV/Å.

Results
- Charge: +1
- E_tot: -10041.0180 eV
- LUMO: -4.288 eV
- HOMO: -13.84 eV
- Relative energy (zero: lowest compared OMol25 entry of this formula, charge and spin): 0.0 kcal/mol
- Orbital gap: 9.55 eV



Molecular formula: CHLiO3Yb
Method: DFT, ωB97M-V/def2-TZVPD

Structure (XYZ):
```
7
Properties=species:S:1:pos:R:3:forces:R:3:mulliken_charge:R:1
O 4.045 -1.640 0.433 -1.88 0.93 -0.05 -0.26
C 3.070 -1.130 0.825 2.28 -1.56 0.47 0.16
H 2.637 0.206 -0.212 -3.95 -0.92 -1.00 0.37
O 2.254 -0.091 -1.939 5.65 -0.59 -13.43 -0.55
O 1.820 -0.260 -0.833 -0.50 0.65 12.89 -0.21
Yb 4.522 -1.626 -2.320 2.90 -0.03 2.82 0.50
Li 2.745 -1.302 -3.391 -4.49 1.52 -1.70 0.99
```
Positions in Å, forces in eV/Å.

Results
- Multiplicity: 2
- Charge: +1
- E_tot: -38914.8318 eV
- LUMO (alpha / beta): -4.521 / -6.064 eV
- HOMO (alpha / beta): -11.37 / -11.83 eV
- Relative energy (zero: lowest compared OMol25 entry of this formula, charge and spin): 0.0 kcal/mol
- Orbital gap (alpha / beta): 6.85 / 5.76 eV



Which formula does entry 2 have?
CHI3O



Which formula does entry 6 have?
CHLiO3Yb



What is the relative energy (zero: lowest compared OMol25 entry of this formula, charge and spin) in the fifth record?
0.0 kcal/mol



Look up the relative energy (zero: lowest compared OMol25 entry of this formula, charge and spin) of the fifth one.
0.0 kcal/mol